# 1
154
Properties=species:S:1:pos:R:3:mulliken_charge:R:1 method="wB97M-V/def2-TZVPD" total_charge=+5 e_homo_ev=-19.788
C -1.28404 2.51704 4.11461 -0.48
C -2.41443 1.56096 4.03680 0.07
O -2.61540 0.84369 3.10543 -0.15
N -3.42075 1.78535 5.18776 0.07
H -3.86565 2.67471 4.97647 0.45
H -4.12609 1.05212 5.19082 0.41
C -2.74479 1.52911 6.55485 -0.78
H -0.70997 2.44633 3.19089 -0.54
H -0.49383 2.49516 4.86679 0.45
H -1.64790 3.54164 4.22651 0.53
H -2.98249 0.52044 6.88500 0.36
H -3.14991 2.34716 7.14756 0.39
H -1.65979 1.60143 6.58614 0.31
C -3.28958 2.94256 -3.87954 -0.94
C -2.31795 2.28372 -4.87419 0.65
O -2.57687 2.08285 -6.02677 -0.43
N -0.92222 2.02476 -4.29885 0.66
H -0.39959 2.84816 -4.58624 0.51
H -0.87556 1.99015 -3.27888 -0.07
C -0.25253 0.74756 -4.74474 -0.97
H -4.25058 2.82834 -4.37876 0.34
H -2.92226 3.96774 -3.80874 0.44
H -3.42365 2.52972 -2.88056 0.01
H 0.71226 1.04921 -5.14744 0.43
H -0.76026 0.14695 -5.49636 0.44
H -0.08244 0.09997 -3.88763 0.19
C 0.10624 9.42877 -2.20120 -1.19
C -0.30013 8.09067 -1.63705 0.59
O -1.38559 7.67100 -1.35971 -0.38
N 0.92590 7.20509 -1.31523 -0.02
H 1.80861 7.50094 -1.72120 0.42
H 0.92266 7.31808 -0.30519 0.37
C 0.72183 5.71372 -1.67330 -1.13
H -0.78290 9.97793 -2.50330 0.34
H 0.79728 9.39146 -3.04503 0.40
H 0.68590 9.90682 -1.40740 0.38
H 1.65443 5.22724 -1.38960 0.33
H 0.57564 5.57605 -2.74255 0.39
H -0.08442 5.18034 -1.17280 0.48
C 2.66800 4.75413 4.11395 -1.49
C 2.31481 3.58776 3.20805 0.45
O 2.15136 2.44824 3.56334 -0.22
N 2.08652 3.89146 1.74480 0.37
H 1.08009 3.81617 1.56253 0.42
H 2.37124 4.86039 1.64416 0.45
C 3.07762 3.03171 0.85264 -0.77
H 3.54334 5.20226 3.63652 0.49
H 3.02295 4.40223 5.08082 0.39
H 1.86951 5.48329 4.24876 0.36
H 3.31879 2.02962 1.19711 0.25
H 3.94420 3.67968 0.74791 0.51
H 2.55504 2.88136 -0.09021 0.06
C 1.95490 -1.48179 -4.90507 -0.48
C 2.82253 -1.95437 -3.76356 0.47
O 2.62201 -2.96515 -3.16713 -0.46
N 4.07676 -1.11755 -3.46946 -0.02
H 4.94894 -1.54862 -3.77409 0.43
H 4.03948 -0.31086 -4.09587 0.28
C 4.34192 -0.73047 -2.03793 -0.93
H 2.19164 -1.95989 -5.85735 0.47
H 2.12244 -0.43723 -5.17511 0.22
H 0.93972 -1.67236 -4.56155 -0.13
H 3.45793 -0.42837 -1.48159 0.07
H 5.17567 -0.03435 -1.97143 0.43
H 4.69868 -1.67733 -1.63131 0.45
C -5.40339 1.74138 2.14353 -0.65
C -5.75972 0.61121 1.19996 0.59
O -6.87570 0.24937 0.95347 -0.41
N -4.69109 0.03181 0.31356 0.56
H -5.14936 -0.24831 -0.55587 0.28
H -4.01083 0.77482 0.18703 -0.10
C -3.93843 -1.17153 0.85917 -0.57
H -4.52160 2.31989 1.86034 0.13
H -5.45582 1.56886 3.21769 0.16
H -6.11581 2.55983 2.01420 0.44
H -2.93862 -0.91641 0.51446 -0.08
H -4.32797 -2.11025 0.47580 0.37
H -4.06260 -1.06088 1.93467 0.44
C 0.29709 -4.68200 5.55759 -1.51
C 0.92494 -3.60171 4.61459 -0.17
C 1.90618 -2.65431 5.29121 -0.60
N 2.67218 -1.71808 4.31979 0.81
C 1.71953 -0.88412 3.46026 -1.76
C 3.74760 -2.47982 3.55479 -0.45
C 5.07665 -2.28621 4.28565 -0.68
C 4.81728 -1.56511 5.63042 -0.71
C 3.53872 -0.74017 5.22325 -0.51
H 0.99806 -5.32054 6.09324 0.39
H -0.30801 -5.33612 4.92866 0.40
H -0.44033 -4.28764 6.25694 0.38
H 0.07616 -3.06330 4.18973 0.14
H 1.46476 -4.13265 3.82936 0.24
H 2.69847 -3.34428 5.58281 0.38
H 1.46296 -2.09528 6.11259 0.36
H 2.30977 -0.29526 2.76139 0.53
H 1.03629 -0.40176 4.15445 0.45
H 1.19315 -1.60437 2.83377 0.48
H 3.79369 -2.04313 2.55932 0.21
H 3.42285 -3.51906 3.54624 0.33
H 5.58946 -1.59594 3.61074 0.33
H 5.82247 -3.07968 4.31110 0.39
H 5.64275 -0.88732 5.83796 0.42
H 4.65286 -2.27491 6.43828 0.32
H 3.70384 0.11285 4.56709 0.33
H 2.83516 -0.48621 6.01417 0.42
C -0.97404 -3.97762 0.70891 -1.07
C -1.54496 -4.70702 -0.51354 -0.57
C -0.76421 -4.37814 -1.83410 -0.44
N -1.00456 -5.31820 -3.01234 0.44
C -0.78595 -6.80348 -2.72295 -1.01
C 0.01942 -5.04955 -4.14808 -0.04
C -0.63809 -5.47104 -5.43765 -0.82
C -2.16018 -5.57387 -5.13940 -0.84
C -2.34046 -5.12821 -3.76543 -0.04
H -0.87141 -2.89601 0.60202 -0.17
H 0.02075 -4.34887 0.95899 0.53
H -1.68157 -4.22619 1.49980 0.46
H -2.62032 -4.54723 -0.58272 0.36
H -1.39388 -5.75004 -0.23071 0.48
H 0.28816 -4.50830 -1.57648 0.49
H -0.94250 -3.33125 -2.07321 -0.08
H -1.08817 -7.30510 -3.63952 0.39
H -1.60212 -7.13206 -2.07563 0.39
H 0.12223 -7.09040 -2.19940 0.34
H 1.03986 -5.26818 -3.84256 0.72
H -0.03689 -3.96079 -4.23612 -0.33
H -0.33030 -6.47682 -5.71804 0.30
H -0.50417 -4.72500 -6.21808 0.40
H -2.29978 -6.65808 -5.14898 0.36
H -2.79985 -5.25017 -5.95709 0.48
H -3.22343 -5.54370 -3.27829 0.52
H -2.70808 -4.10543 -3.89281 -0.28
C -0.20444 0.32980 0.48527 0.04
F 1.13111 0.37401 0.24064 0.07
F -0.77691 -0.72387 -0.15458 -0.09
F -0.40337 0.24928 1.77831 0.08
S -1.06143 2.00115 -0.07436 -0.50
O -0.81737 2.32201 -1.44485 -0.22
O -2.49758 1.90480 0.20890 -0.86
O -0.34788 2.95937 0.80172 -0.83
P -3.66367 -0.92933 -3.01906 1.58
F -2.39680 -0.55292 -3.93192 -0.18
F -4.64986 -0.01167 -3.89387 -0.40
F -4.11732 -2.20041 -3.88916 -0.40
F -4.94643 -1.30117 -2.04376 -0.57
F -2.66645 -1.95083 -2.22608 -0.49
F -3.22745 0.28384 -1.98910 -0.30
P 3.37690 2.02384 -2.86640 1.37
F 2.88351 3.50955 -2.37707 -0.30
F 2.07660 1.27196 -2.17633 -0.33
F 2.42384 2.19119 -4.17863 -0.38
F 3.91439 0.56738 -3.34512 0.03
F 4.64725 2.77039 -3.56099 -0.41
F 4.17905 1.96386 -1.47991 -0.38

=====

# 2
123
Properties=species:S:1:pos:R:3:mulliken_charge:R:1 method="wB97M-V/def2-TZVPD" smiles="CS(=O)(=O)PP(O)(O)=S.c1ccccc1.c1ccccc1.c1ccccc1.c1ccccc1.c1ccccc1.c1ccccc1.c1ccccc1.c1ccccc1.c1ccccc1" e_homo_ev=-9.207
C -0.01656 2.61366 -7.51070 -0.60
S 0.86898 1.72960 -8.75398 1.02
O 0.65017 0.34106 -8.55437 -0.57
O 0.53310 2.26767 -10.01301 -0.62
P 2.99833 1.97382 -8.62483 -0.14
P 3.55921 1.48490 -6.55969 0.50
O 2.30683 1.65415 -5.60987 -0.29
O 4.47858 2.68981 -6.08202 -0.47
S 4.43462 -0.21192 -6.46264 -0.35
H 0.52742 2.65735 -6.58335 0.14
H -0.96153 2.12062 -7.34609 0.23
H -0.19963 3.60824 -7.88683 0.41
H 3.13293 3.37662 -8.67766 0.08
H 1.75997 0.84867 -5.72911 0.28
H 5.14011 2.82025 -6.79383 0.37
C -0.73566 3.02891 -3.93465 -0.36
C -2.07095 2.72156 -3.72607 -0.41
C -2.41625 1.61406 -2.96464 -0.87
C -1.42699 0.81396 -2.41216 -0.28
C -0.08963 1.11795 -2.62699 -0.36
C 0.25595 2.22626 -3.38806 -0.70
H -0.46564 3.89509 -4.52627 0.52
H -2.84386 3.34290 -4.16068 0.40
H -3.45870 1.37177 -2.80198 0.54
H -1.69746 -0.04974 -1.81755 0.64
H 0.68340 0.48818 -2.20460 0.51
H 1.29417 2.46676 -3.55846 0.48
C -1.84598 -0.66725 3.21731 -0.24
C -3.07958 -0.06371 3.02007 -0.55
C -3.24775 0.85028 1.98947 -0.62
C -2.18004 1.15997 1.15924 -0.64
C -0.94570 0.56101 1.36051 -0.29
C -0.77830 -0.35343 2.38945 -0.55
H -1.71696 -1.38711 4.01530 0.49
H -3.91152 -0.31103 3.66626 0.48
H -4.21122 1.31596 1.83000 0.42
H -2.31039 1.86601 0.34908 0.53
H -0.11496 0.80486 0.70954 0.63
H 0.18275 -0.82714 2.54400 0.35
C -1.93305 -4.34345 -0.32527 -0.46
C -1.48992 -3.08704 0.06040 0.04
C -0.34217 -2.55307 -0.50860 -0.12
C 0.36222 -3.27427 -1.46220 -0.74
C -0.08014 -4.53299 -1.84324 -0.03
C -1.22756 -5.06632 -1.27575 -0.48
H -2.83076 -4.75864 0.11491 0.43
H -2.03668 -2.52208 0.80645 0.17
H 0.00054 -1.57205 -0.20683 0.30
H 1.25519 -2.85573 -1.90889 0.38
H 0.46674 -5.09796 -2.58631 0.12
H -1.57338 -6.04678 -1.57536 0.37
C 2.83943 2.84021 4.46124 -0.57
C 1.60242 2.39370 4.01946 -0.59
C 0.82831 1.57692 4.83103 -0.31
C 1.29199 1.20448 6.08433 -0.72
C 2.53198 1.64525 6.52346 -0.28
C 3.30524 2.46409 5.71315 -0.39
H 3.44051 3.48241 3.83108 0.39
H 1.23882 2.68220 3.04159 0.39
H -0.13683 1.23379 4.48629 0.63
H 0.68613 0.57188 6.71972 0.37
H 2.89349 1.35370 7.50108 0.34
H 4.27067 2.81234 6.05778 0.70
C 1.28441 -6.27663 -5.39215 -0.33
C 0.85364 -6.75847 -6.61926 -0.46
C 1.18900 -6.08553 -7.78514 -0.28
C 1.95383 -4.92984 -7.72458 -0.56
C 2.38133 -4.44658 -6.49717 -0.28
C 2.04689 -5.11947 -5.33231 -0.42
H 1.02440 -6.80343 -4.48286 0.36
H 0.25468 -7.65824 -6.66706 0.36
H 0.85321 -6.46188 -8.74227 0.36
H 2.21636 -4.40510 -8.63341 0.37
H 2.97361 -3.54290 -6.44527 0.49
H 2.38042 -4.73678 -4.37598 0.40
C -4.89234 -3.25494 2.59214 -0.28
C -3.91164 -3.72246 3.45483 -0.08
C -4.26676 -4.44612 4.58351 -0.57
C -5.60402 -4.69938 4.85189 -0.37
C -6.58507 -4.22648 3.99313 -0.34
C -6.22947 -3.50543 2.86249 -0.62
H -4.61360 -2.69395 1.70874 0.45
H -2.86850 -3.52279 3.24577 0.35
H -3.50121 -4.81282 5.25451 0.38
H -5.88160 -5.26550 5.73109 0.36
H -7.62814 -4.42055 4.20462 0.36
H -6.99485 -3.13847 2.19150 0.37
C 7.77521 0.36357 5.78034 -0.48
C 8.80994 0.06842 6.65549 -0.40
C 8.57501 0.03610 8.02219 -0.36
C 7.30580 0.30173 8.51409 -0.57
C 6.27277 0.60281 7.63883 -0.05
C 6.50656 0.63309 6.27224 -0.19
H 7.95727 0.38396 4.71403 0.37
H 9.80061 -0.13690 6.27222 0.36
H 9.38169 -0.19647 8.70455 0.36
H 7.12176 0.27408 9.57996 0.36
H 5.28299 0.81351 8.02259 0.20
H 5.69964 0.86564 5.59015 0.41
C -6.28800 0.36994 -7.81869 -0.42
C -5.07256 -0.28713 -7.94236 -0.39
C -4.04518 -0.01920 -7.04987 -0.71
C -4.23256 0.90887 -6.03522 0.01
C -5.44601 1.57091 -5.91680 -0.20
C -6.47452 1.30057 -6.80717 -0.47
H -7.09089 0.15684 -8.51180 0.36
H -4.92584 -1.00896 -8.73457 0.37
H -3.09786 -0.53430 -7.14466 0.43
H -3.43294 1.11706 -5.34062 0.20
H -5.59134 2.29896 -5.12832 0.36
H -7.42158 1.81534 -6.71353 0.36
C -0.32379 5.48085 7.63472 -0.57
C 0.86875 4.79006 7.47788 0.26
C 1.92841 5.03360 8.33848 -0.40
C 1.79752 5.96945 9.35414 -0.41
C 0.60695 6.66472 9.50686 -0.45
C -0.45418 6.41969 8.64779 -0.33
H -1.15235 5.28697 6.96624 0.37
H 0.97388 4.06095 6.68439 0.12
H 2.85767 4.49233 8.21586 0.36
H 2.62412 6.15778 10.02671 0.36
H 0.50589 7.39792 10.29610 0.36
H -1.38348 6.96089 8.76787 0.36

=====

Table of E (a.u.), in record order: -5076.426819, -3911.852595